(1)
# H12NO4

A 5-piece molecular cluster, H12NO4 overall (ωB97M-V with the def2-TZVPD basis set, OMol25).

ORCA input file:
```
! RIJCOSX wB97M-V def2-TZVPD def2/J DEFGRID3
* xyz 1 1
N -0.54 0.36 0.44
H 0.05 -0.39 -0.03
H -1.27 -0.28 0.78
H -0.05 0.79 1.27
H -0.95 1.06 -0.24
H 0.89 0.42 -4.58
H 2.34 0.78 -4.24
O 1.55 0.41 -3.83
H -2.89 0.39 2.77
H -3.93 -0.40 1.70
O -3.14 -0.41 2.26
H 2.23 1.22 2.13
H 1.44 0.29 2.86
O 1.34 1.14 2.44
H 0.97 -1.19 -2.10
H 0.63 -2.43 -1.34
O 0.80 -1.48 -1.13
*
```

Calculated values
E_LUMO	-3.19	eV
frontier orbital gap	11.76	eV

Here are the natural (NBO) charges for atoms 1 to 2, given in e: number 1, N, carries -0.9353; number 2, H, carries 0.4775



(2)
# H12NO4

A 5-piece molecular cluster, H12NO4 overall (ωB97M-V with the def2-TZVPD basis set, OMol25).

ORCA input file:
```
! RIJCOSX wB97M-V def2-TZVPD def2/J DEFGRID3
* xyz 1 1
N 0.95 -0.58 -0.25
H 0.15 -0.69 0.41
H 0.85 0.24 -0.84
H 1.83 -0.54 0.28
H 0.98 -1.37 -0.88
H -4.31 -0.18 0.75
H -3.68 1.22 0.80
O -3.60 0.36 0.37
H 0.46 0.57 -3.74
H -0.38 1.17 -2.61
O 0.16 0.39 -2.84
H 3.86 0.72 0.55
H 3.95 -0.14 1.81
O 3.31 0.24 1.20
H -1.38 -0.58 2.45
H -1.99 -0.28 1.05
O -1.17 -0.57 1.50
*
```

Calculated values
E_LUMO	-2.91	eV
frontier orbital gap	12.53	eV

Here are the natural (NBO) charges for atoms 1 to 2, given in e: number 1, N, carries -0.8975; number 2, H, carries 0.4737



Referenced to the most stable arrangement, the calculated values in hartree are (1) 0.0310; (2) 0.0000.



(1)
# C4H7ClN2S

A single C4H7ClN2S molecule (ωB97M-V with the def2-TZVPD basis set, OMol25).

ORCA input file:
```
! RIJCOSX wB97M-V def2-TZVPD def2/J DEFGRID3
* xyz 0 1
S 1.68 -2.28 1.87
C 0.58 -2.02 0.67
N 0.32 -0.84 0.10
C 0.78 0.45 0.61
C -0.10 1.45 -0.13
Cl 0.73 2.11 -1.58
C -1.28 0.57 -0.58
N -0.71 -0.73 -0.87
H -0.05 -2.82 0.25
H 1.86 0.59 0.45
H 0.59 0.48 1.70
H -0.39 2.32 0.48
H -1.80 0.97 -1.44
H -1.98 0.47 0.26
H -0.23 -0.70 -1.78
*
```

Calculated values
E_LUMO	0.67	eV
SMILES	S=CN1C[C@@H](Cl)CN1
frontier orbital gap	9.09	eV

Here are the natural (NBO) charges for atoms 1 to 2, given in e: number 1, S, carries -0.1735; number 2, C, carries -0.0567



(2)
# C4H7ClN2S

A single C4H7ClN2S molecule (ωB97M-V with the def2-TZVPD basis set, OMol25).

ORCA input file:
```
! RIJCOSX wB97M-V def2-TZVPD def2/J DEFGRID3
* xyz 0 1
C -1.72 0.87 -0.19
N -1.41 0.18 1.07
C -0.25 0.13 1.53
N 0.91 0.49 0.82
C 1.50 -0.15 -0.22
S 3.02 0.24 -0.69
C 0.70 -1.29 -0.85
Cl 0.27 -0.98 -2.57
H -0.87 1.22 -0.77
H -2.29 1.76 0.07
H -2.35 0.28 -0.81
H -0.16 -0.18 2.55
H 1.58 1.09 1.37
H -0.27 -1.49 -0.42
H 1.34 -2.17 -0.90
*
```

Calculated values
E_LUMO	-0.05	eV
SMILES	C/N=C\NC(=S)CCl
frontier orbital gap	8.88	eV

Here are the natural (NBO) charges for atoms 1 to 2, given in e: number 1, C, carries -0.4661; number 2, N, carries -0.3817



Referenced to the most stable arrangement, the calculated values in hartree are (1) 0.0000; (2) 0.0059.



(1)
# C23H35N3O3

A single C23H35N3O3 molecule (ωB97M-V with the def2-TZVPD basis set, OMol25).

ORCA input file:
```
! RIJCOSX wB97M-V def2-TZVPD def2/J DEFGRID3
* xyz 0 1
C -0.92 -3.06 2.53
C -0.88 -1.96 1.48
C -1.76 -0.80 1.96
C 0.57 -1.50 1.26
C 0.67 -0.51 0.11
C 2.13 -0.13 -0.14
O 3.04 -0.86 0.22
N 2.36 1.02 -0.85
C 1.35 2.04 -1.11
C 1.11 3.01 0.05
C 2.32 3.28 0.93
C 3.63 3.54 0.18
C 4.46 2.31 -0.21
C 5.71 2.80 -0.95
C 4.91 1.56 1.04
C 3.73 1.36 -1.17
C 0.09 -1.14 -1.16
N -1.27 -1.61 -0.95
C -2.10 -1.57 -2.03
O -1.80 -1.03 -3.08
C -3.46 -2.22 -1.91
N -3.82 -3.26 -2.77
C -5.05 -3.47 -2.51
O -5.58 -2.64 -1.58
C -4.54 -1.82 -1.21
C -4.81 -0.76 -0.27
C -6.18 -0.14 -0.21
C -5.72 -1.01 0.91
C -1.41 -2.53 0.16
H -0.30 -3.91 2.22
H -0.54 -2.69 3.48
H -1.93 -3.42 2.69
H -1.88 -0.04 1.19
H -2.75 -1.17 2.24
H -1.31 -0.33 2.84
H 0.97 -1.06 2.18
H 1.19 -2.37 1.02
H 0.10 0.39 0.35
H 1.73 2.60 -1.97
H 0.41 1.59 -1.42
H 0.75 3.95 -0.38
H 0.29 2.64 0.68
H 2.10 4.16 1.54
H 2.46 2.46 1.64
H 3.42 4.14 -0.72
H 4.28 4.15 0.81
H 6.34 1.96 -1.25
H 5.44 3.36 -1.85
H 6.30 3.45 -0.31
H 5.53 0.70 0.77
H 5.50 2.23 1.68
H 4.08 1.17 1.62
H 4.30 0.44 -1.26
H 3.70 1.83 -2.16
H 0.07 -0.46 -2.00
H 0.74 -1.99 -1.44
H -5.71 -4.20 -2.93
H -3.97 -0.10 -0.12
H -6.24 0.93 -0.05
H -6.94 -0.54 -0.87
H -6.15 -1.99 1.00
H -5.46 -0.54 1.85
H -0.83 -3.45 -0.05
H -2.46 -2.81 0.25
*
```

Calculated values
E_LUMO	0.59	eV
SMILES	CC1(C)C[C@@H](C(=O)N2CCCCC(C)(C)C2)CN(C(=O)c2ncoc2C2CC2)C1
frontier orbital gap	9.51	eV

Here are the natural (NBO) charges for atoms 1 to 2, given in e: number 1, C, carries -0.5975; number 2, C, carries -0.0657



(2)
# C23H35N3O3

C23H35N3O3 as an isolated structure (ωB97M-V with the def2-TZVPD basis set, OMol25).

ORCA input file:
```
! RIJCOSX wB97M-V def2-TZVPD def2/J DEFGRID3
* xyz 0 1
C 4.39 0.17 -2.40
C 5.07 -0.22 -1.23
O 4.65 -1.58 -0.72
C 3.62 -1.63 -0.07
C 2.85 -0.51 0.20
C 1.82 -0.83 1.15
C 1.52 -2.08 1.54
C 2.16 -3.30 0.90
C 3.33 -3.05 0.18
H 3.93 -3.74 -0.08
H 1.94 -4.46 1.33
C 0.14 -2.66 2.14
N -1.11 -2.52 1.23
C -0.96 -3.64 0.35
C -2.33 -3.93 -0.39
N -2.81 -2.64 -0.62
C -2.64 -1.30 -0.17
O -3.13 -0.41 -0.57
C -1.88 -1.48 1.03
C -2.53 -0.94 2.35
H -2.20 -1.45 3.04
C -2.36 0.51 2.61
O -1.84 0.98 3.45
N -3.14 1.28 1.76
C -3.41 2.53 1.42
C -2.88 3.30 0.26
C -1.24 3.36 0.05
C -0.91 3.19 -1.31
C -0.78 2.02 -2.01
C 0.48 1.38 -1.80
H 0.34 0.33 -1.23
H 0.89 0.97 -2.95
C 1.34 2.36 -1.17
H 2.43 2.49 -1.69
H 1.50 2.26 -0.16
C 0.57 3.55 -1.35
H 0.79 4.01 -2.62
H 1.02 4.53 -0.51
H -1.05 2.12 -3.12
H -1.61 1.24 -1.61
H -1.46 4.22 -1.70
H -0.64 3.92 0.94
H -0.85 2.24 0.49
H -3.19 2.85 -0.59
H -3.05 4.23 0.08
H -4.46 3.16 1.74
H -2.72 3.25 2.42
H -3.64 1.02 0.77
H -3.71 -1.30 2.03
H -0.87 -0.73 0.83
H -3.63 -2.75 -1.49
H -2.28 -4.64 -1.14
H -3.13 -4.39 0.49
H -0.46 -4.36 0.73
H -0.36 -3.03 -0.42
H 0.22 -3.46 3.00
H -0.08 -1.68 2.85
H 1.23 -0.10 1.55
H 3.07 0.32 0.25
H 5.10 0.62 -0.18
H 6.20 -0.34 -1.61
H 3.33 0.24 -2.15
H 4.47 -0.61 -3.32
H 4.93 1.10 -2.79
*
```

Calculated values
E_LUMO	0.61	eV
frontier orbital gap	8.20	eV

Here are the natural (NBO) charges for atoms 1 to 2, given in e: number 1, C, carries -0.6814; number 2, C, carries -0.0862



Referenced to the most stable arrangement, the calculated values in hartree are (1) 0.0000; (2) 0.9110.



(1)
# C4H13N2O2

A 2-piece molecular cluster, C4H13N2O2 overall (ωB97M-V with the def2-TZVPD basis set, OMol25).

ORCA input file:
```
! RIJCOSX wB97M-V def2-TZVPD def2/J DEFGRID3
* xyz 0 2
O 0.37 -1.90 1.30
C 1.05 -1.65 0.25
N 2.19 -2.46 -0.10
C 0.62 -0.45 -0.60
N -0.86 -0.48 -0.40
C -1.54 0.73 -0.89
C 1.37 0.80 -0.22
H 2.61 -2.67 0.79
H 2.92 -2.09 -0.69
H 0.78 -0.79 -1.66
H -1.13 -1.37 -0.92
H -1.12 -0.78 0.60
H -1.31 1.21 -1.84
H -2.64 0.70 -0.99
H -1.35 1.53 -0.19
H 2.43 0.67 -0.05
H 1.37 1.61 -0.93
H 1.02 1.17 0.77
H -2.41 2.81 1.88
H -2.07 1.49 2.37
O -2.29 1.92 1.53
*
```

Calculated values
E_LUMO (alpha / beta)	0.29 / 0.25	eV
<S²>	0.753
frontier orbital gap (alpha / beta)	3.47 / 8.47	eV

Here are the natural (NBO) charges for atoms 1 to 2, given in e: number 1, O, carries -0.8092; number 2, C, carries 0.3281



(2)
# C4H13N2O2

A 4-piece molecular cluster, C4H13N2O2 overall (ωB97M-V with the def2-TZVPD basis set, OMol25).

ORCA input file:
```
! RIJCOSX wB97M-V def2-TZVPD def2/J DEFGRID3
* xyz 0 2
N 0.94 2.31 -0.08
C 0.25 1.03 0.15
C -0.76 0.82 -0.93
N -2.18 0.50 -0.66
C -1.96 -2.34 0.36
C -1.04 -2.13 1.30
O 1.64 -1.72 1.75
H 0.81 3.02 0.63
H 2.51 -1.93 2.16
H 1.11 0.36 0.13
H -2.62 -1.51 0.12
H -0.13 1.08 1.19
H -0.56 0.24 -1.88
H -0.85 1.76 -1.51
H -2.79 1.13 -1.19
H -2.12 -3.23 -0.25
H -0.58 -1.18 1.53
H -0.29 -2.91 1.52
H 3.14 1.53 -2.17
H 2.35 1.89 -0.93
O 3.10 1.29 -1.23
*
```

Calculated values
E_LUMO (alpha / beta)	-2.15 / -1.16	eV
<S²>	1.760
frontier orbital gap (alpha / beta)	7.25 / 8.21	eV

Here are the natural (NBO) charges for atoms 1 to 2, given in e: number 1, N, carries -0.4190; number 2, C, carries -0.3294



Referenced to the most stable arrangement, the calculated values in hartree are (1) 0.0000; (2) 0.1843.